Entry 1:
{"formula": "C23H41CoN2P3S", "method": "ωB97M-V/def2-TZVPD", "species": ["Co", "P", "P", "P", "H", "C", "C", "H", "C", "C", "C", "C", "C", "C", "C", "C", "C", "H", "H", "H", "H", "H", "H", "H", "H", "H", "H", "H", "H", "H", "H", "H", "H", "H", "H", "H", "H", "H", "H", "H", "H", "H", "H", "H", "H", "H", "C", "C", "C", "C", "C", "C", "S", "H", "H", "H", "H", "H", "H", "N", "C", "C", "C", "C", "N", "C", "C", "H", "H", "H", "H"], "coordinates": [[0.782, 0.757, -0.334], [-1.309, 0.532, -1.433], [1.206, -1.198, -1.014], [1.771, 2.193, -1.292], [-0.996, -1.726, 1.459], [-0.722, -1.055, 2.275], [-1.303, 0.140, 2.407], [-2.336, 0.405, 2.095], [-2.907, -0.070, -0.744], [-1.648, -0.318, -3.065], [-1.725, 2.271, -1.755], [2.548, -1.900, -0.043], [-0.075, -2.492, -1.202], [1.928, -1.180, -2.686], [1.686, 3.849, -0.597], [1.367, 2.040, -3.085], [3.576, 1.937, -1.312], [0.156, -1.360, 2.856], [-0.654, 0.953, 2.741], [-2.826, -0.243, 0.330], [-3.189, -1.009, -1.238], [-3.681, 0.665, -0.986], [-1.785, -1.391, -2.893], [-0.877, -0.187, -3.829], [-2.594, 0.093, -3.431], [-1.616, 2.826, -0.821], [-2.762, 2.323, -2.094], [-1.086, 2.722, -2.517], [2.761, -2.894, -0.441], [2.256, -2.018, 1.009], [3.441, -1.265, -0.115], [0.386, -3.496, -1.245], [-0.595, -2.335, -2.152], [-0.844, -2.462, -0.418], [2.327, -2.182, -2.863], [2.753, -0.467, -2.785], [1.156, -0.985, -3.438], [2.691, 4.149, -0.289], [1.066, 3.906, 0.302], [1.359, 4.589, -1.328], [2.030, 2.702, -3.642], [0.321, 2.262, -3.324], [1.561, 1.022, -3.448], [4.030, 2.919, -1.220], [3.838, 1.535, -2.295], [3.945, 1.306, -0.499], [2.659, 1.648, 2.838], [4.056, 1.567, 3.108], [4.627, 2.537, 3.936], [3.867, 3.578, 4.471], [2.488, 3.569, 4.289], [1.874, 2.593, 3.520], [1.972, 0.413, 1.829], [0.546, 1.299, 1.027], [4.613, 0.719, 2.697], [5.687, 2.469, 4.134], [4.367, 4.352, 5.038], [1.847, 4.303, 4.764], [0.800, 2.502, 3.503], [-7.522, -5.670, 0.918], [-6.496, -5.136, 0.758], [-5.269, -4.401, 0.589], [-4.620, -3.771, 1.658], [-3.346, -3.239, 1.408], [-2.861, -3.158, 0.171], [-3.547, -3.568, -0.893], [-4.790, -4.199, -0.723], [-5.097, -3.619, 2.623], [-2.741, -2.857, 2.246], [-3.140, -3.369, -1.894], [-5.382, -4.425, -1.615]], "charge": 3, "homo_lumo_gap_ev": [5.556, 3.363], "lumo_energy_ev": [-10.788, -12.981], "multiplicity": 5}

---

Entry 2:
{"formula": "C23H42AsN5O4Re", "method": "ωB97M-V/def2-TZVPD", "species": ["Re", "C", "O", "C", "C", "O", "C", "H", "H", "H", "H", "H", "H", "H", "H", "H", "H", "C", "N", "C", "C", "O", "N", "C", "N", "H", "H", "H", "H", "H", "H", "H", "C", "As", "C", "C", "C", "C", "C", "C", "C", "C", "H", "H", "H", "H", "H", "H", "H", "H", "H", "H", "H", "H", "H", "C", "N", "C", "C", "C", "N", "C", "C", "O", "H", "H", "H", "H", "H", "H", "H", "H", "H", "H", "H", "H"], "coordinates": [[-0.260, -0.331, 0.867], [1.217, -2.735, 2.747], [0.415, -1.537, 2.745], [0.611, -0.671, 3.860], [-0.527, 0.285, 4.019], [-0.847, 0.892, 2.749], [-1.901, 1.829, 2.773], [0.752, -3.476, 3.458], [2.267, -2.502, 3.114], [1.270, -3.251, 1.775], [1.596, -0.124, 3.696], [0.680, -1.229, 4.803], [-0.313, 1.065, 4.754], [-1.425, -0.251, 4.369], [-2.538, 1.658, 1.898], [-1.435, 2.857, 2.786], [-2.554, 1.689, 3.678], [-2.356, -5.491, 0.043], [-1.968, -4.250, 0.699], [-2.943, -3.699, 1.629], [-2.494, -2.263, 1.758], [-3.119, -1.334, 2.167], [-1.420, -2.128, 0.852], [-1.128, -3.289, 0.282], [-0.060, -3.632, -0.483], [-1.715, -6.359, 0.296], [-2.539, -5.287, -1.005], [-3.402, -5.685, 0.353], [-2.907, -4.210, 2.584], [-3.973, -3.705, 1.335], [0.581, -2.898, -0.760], [0.021, -4.539, -0.889], [3.421, -1.282, -0.006], [1.842, -0.039, -0.091], [1.843, 0.292, -2.059], [2.897, 1.571, 0.453], [4.084, 2.019, -0.341], [5.426, 1.800, 0.053], [6.459, 2.388, -0.699], [6.199, 3.265, -1.722], [4.889, 3.458, -2.168], [3.878, 2.764, -1.511], [3.717, -1.271, 1.039], [4.266, -0.894, -0.656], [3.065, -2.284, -0.353], [2.853, 0.327, -2.438], [1.456, 1.303, -2.207], [1.188, -0.493, -2.437], [3.277, 1.280, 1.462], [2.159, 2.386, 0.418], [5.674, 1.083, 0.852], [7.444, 2.195, -0.339], [7.029, 3.705, -2.285], [4.722, 4.167, -2.993], [2.901, 2.838, -1.946], [-1.491, 3.497, -0.750], [-1.954, 2.437, -1.693], [-2.500, 2.980, -2.965], [-2.858, 1.822, -3.829], [-3.712, 0.824, -3.064], [-3.129, 0.477, -1.821], [-3.862, -0.630, -1.168], [-2.200, 1.228, -1.185], [-1.561, 0.866, -0.125], [-1.142, 4.444, -1.234], [-0.550, 3.094, -0.317], [-2.205, 3.768, 0.013], [-1.731, 3.619, -3.364], [-3.352, 3.598, -2.769], [-1.917, 1.320, -4.159], [-3.288, 2.157, -4.789], [-3.875, -0.039, -3.701], [-4.775, 1.230, -2.966], [-4.355, -1.162, -2.018], [-4.657, -0.278, -0.479], [-3.164, -1.234, -0.598]], "charge": 4, "homo_lumo_gap_ev": [6.111, 4.506], "lumo_energy_ev": [-13.209, -14.817], "multiplicity": 4}

---

Entry 3:
{"formula": "C23H42B2BaF4N6O4P", "method": "ωB97M-V/def2-TZVPD", "species": ["Ba", "C", "C", "N", "O", "B", "F", "F", "O", "N", "C", "C", "C", "N", "O", "B", "F", "F", "O", "N", "C", "C", "C", "H", "H", "H", "H", "H", "H", "H", "H", "H", "H", "H", "H", "C", "N", "C", "C", "C", "N", "C", "C", "H", "H", "H", "H", "H", "H", "H", "H", "H", "H", "H", "H", "H", "H", "H", "H", "C", "C", "C", "C", "C", "C", "H", "H", "H", "H", "H", "C", "P", "C", "C", "H", "H", "H", "H", "H", "H", "H", "H", "H"], "coordinates": [[0.166, -0.644, -0.178], [4.787, -1.166, 1.549], [3.497, -0.692, 0.967], [2.361, -1.240, 1.166], [2.310, -2.341, 1.966], [0.924, -2.600, 2.446], [0.924, -3.741, 3.176], [0.057, -2.729, 1.276], [0.374, -1.496, 3.284], [0.180, -0.369, 2.554], [0.104, 0.733, 3.198], [0.228, 0.856, 4.683], [0.070, 1.961, 2.331], [-0.115, 1.756, 1.081], [0.057, 2.830, 0.220], [1.510, 3.089, -0.198], [2.279, 3.219, 0.961], [1.442, 4.211, -0.978], [2.116, 2.014, -1.048], [2.306, 0.822, -0.375], [3.444, 0.577, 0.146], [4.638, 1.463, 0.068], [0.334, 3.287, 2.966], [4.615, -2.028, 2.186], [5.259, -0.373, 2.131], [5.485, -1.439, 0.755], [0.183, -0.126, 5.143], [-0.559, 1.488, 5.096], [1.183, 1.317, 4.944], [4.457, 2.273, -0.632], [5.517, 0.892, -0.234], [4.843, 1.895, 1.049], [1.365, 3.336, 3.316], [-0.319, 3.424, 3.830], [0.191, 4.090, 2.249], [2.763, -2.850, -1.699], [1.303, -2.934, -1.800], [0.875, -4.237, -1.283], [0.876, -2.799, -3.196], [0.934, -1.374, -3.718], [-0.152, -0.508, -3.231], [0.180, 0.882, -3.570], [-1.416, -0.866, -3.865], [3.250, -3.592, -2.348], [3.063, -3.040, -0.670], [3.120, -1.858, -1.981], [1.280, -5.061, -1.887], [-0.214, -4.303, -1.296], [1.211, -4.354, -0.255], [-0.142, -3.184, -3.274], [1.494, -3.439, -3.845], [0.926, -1.393, -4.818], [1.879, -0.912, -3.426], [0.335, 1.006, -4.650], [1.078, 1.202, -3.042], [-0.634, 1.543, -3.272], [-1.356, -0.802, -4.961], [-2.200, -0.180, -3.538], [-1.722, -1.877, -3.598], [-2.881, -2.342, 1.234], [-2.769, -1.337, 2.181], [-2.980, -0.013, 1.821], [-3.302, 0.309, 0.504], [-3.416, -0.710, -0.449], [-3.208, -2.030, -0.082], [-2.696, -3.369, 1.516], [-2.485, -1.581, 3.196], [-2.873, 0.763, 2.567], [-3.668, -0.480, -1.479], [-3.303, -2.815, -0.821], [-2.591, 2.505, -1.324], [-3.646, 2.001, 0.025], [-5.359, 2.088, -0.504], [-3.411, 3.126, 1.393], [-2.917, 3.478, -1.693], [-2.656, 1.780, -2.135], [-1.562, 2.595, -0.954], [-5.603, 3.105, -0.811], [-6.011, 1.789, 0.317], [-5.519, 1.413, -1.344], [-3.682, 4.127, 1.057], [-2.362, 3.127, 1.685], [-4.046, 2.849, 2.233]], "charge": 1, "homo_lumo_gap_ev": 8.254, "lumo_energy_ev": -2.796}

---

The E_tot results, record by record, are as follows: -103791.777 -103098.099 -63871.784 eV.
The relative energy (zero: lowest compared OMol25 entry of this formula, charge and spin) results, record by record, are as follows: 5.8 46.2 4.3 kcal/mol.